Record 1
ORCA calculation (wB97M-V/def2-TZVPD) on the molecule C15H19N3O2 in a non-equilibrium geometry.

Last column: Mulliken charge in e.
Geometry (Å):
1 N -2.427 1.481 2.057  -0.585
2 O 2.469 4.240 -2.060  -0.541
3 C -1.600 1.529 1.249  -0.082
4 N 1.153 0.343 -0.894  -0.434
5 O -1.205 -3.682 0.438  -0.457
6 C 1.878 4.046 -1.021  0.403
7 C 0.050 0.373 -0.140  -0.216
8 C 1.716 1.497 -1.242  -0.046
9 C 0.134 2.739 0.036  -0.500
10 C -0.480 1.560 0.363  0.476
11 C 1.240 2.753 -0.765  0.964
12 N -0.548 -0.871 0.074  0.632
13 C 1.736 5.226 -0.046  -1.452
14 C 2.934 1.375 -2.076  -1.232
15 C -2.988 -2.551 -0.859  -1.454
16 C -0.635 -3.654 2.724  -1.699
17 C -0.551 -1.830 -1.060  -0.812
18 C -0.178 -1.561 1.363  -1.163
19 C -1.534 -3.023 -0.787  0.306
20 C -1.121 -2.808 1.553  0.702
21 H -0.289 3.670 0.448  0.457
22 H 2.525 5.953 -0.299  0.364
23 H 1.963 4.930 0.958  0.430
24 H 0.782 5.769 -0.150  0.351
25 H 3.730 2.007 -1.746  0.422
26 H 2.658 1.602 -3.123  0.233
27 H 3.352 0.377 -1.998  0.376
28 H -3.150 -1.721 -0.175  0.253
29 H -3.713 -3.326 -0.660  0.367
30 H -3.186 -2.160 -1.840  0.449
31 H -0.388 -3.081 3.608  0.403
32 H -1.354 -4.461 2.992  0.347
33 H 0.302 -4.142 2.450  0.388
34 H 0.462 -2.230 -1.139  0.326
35 H -0.751 -1.377 -2.053  0.508
36 H 0.856 -1.823 1.378  0.409
37 H -0.307 -0.896 2.186  0.486
38 H -1.412 -3.769 -1.587  0.381
39 H -2.124 -2.504 1.842  0.238

The value obtained for the calculated total energy is -897.70659 Ha. As for the SMILES: CC(=O)c1cc(C#N)c(N2C[C@H](C)O[C@@H](C)C2)nc1C. For the HOMO energy, the calculation gives -0.328 Ha. As for the LUMO energy: -0.2 eV.

=====

Record 2
ORCA calculation (wB97M-V/def2-TZVPD) on the molecule C15H19N3O4S2 in a non-equilibrium geometry.

Last column: Mulliken charge in e.
Geometry (Å):
1 C -6.055 -2.187 0.036  -1.063
2 C -6.516 -0.763 -0.270  -0.302
3 O -5.493 0.202 -0.178  -0.309
4 C -5.070 0.495 1.132  -0.641
5 C -4.054 1.634 1.057  -0.376
6 C -2.884 1.265 0.226  0.460
7 N -2.303 2.051 -0.600  -0.789
8 N -1.267 1.525 -1.237  -0.017
9 C -1.018 0.307 -0.898  0.275
10 N -0.012 -0.479 -1.396  0.010
11 C 1.244 -0.094 -1.797  0.249
12 O 2.057 -0.934 -2.116  -0.595
13 C 1.541 1.360 -1.702  -0.816
14 H 0.692 1.996 -1.936  0.580
15 H 2.435 1.625 -2.258  0.514
16 S 1.933 1.616 0.087  1.352
17 O 0.882 1.011 0.863  -0.560
18 O 2.199 3.011 0.285  -0.736
19 C 3.435 0.674 0.297  0.218
20 C 3.370 -0.616 0.785  -0.354
21 C 4.532 -1.359 0.881  -0.758
22 C 5.754 -0.820 0.488  0.901
23 C 5.793 0.485 0.006  -0.762
24 C 4.635 1.234 -0.094  -0.543
25 H 4.647 2.251 -0.455  0.426
26 H 6.737 0.914 -0.295  0.355
27 C 7.001 -1.643 0.567  -1.450
28 H 7.068 -2.291 -0.308  0.295
29 H 7.886 -1.012 0.590  0.369
30 H 6.992 -2.277 1.451  0.377
31 H 4.493 -2.369 1.260  0.371
32 H 2.416 -1.012 1.093  0.469
33 H -0.131 -1.480 -1.292  0.246
34 S -2.137 -0.327 0.295  -0.278
35 H -3.719 1.881 2.068  0.292
36 H -4.511 2.517 0.611  0.246
37 H -5.929 0.799 1.751  0.408
38 H -4.600 -0.383 1.599  0.362
39 H -7.351 -0.489 0.394  0.338
40 H -6.858 -0.701 -1.306  0.293
41 H -6.846 -2.886 -0.219  0.408
42 H -5.815 -2.308 1.089  0.297
43 H -5.172 -2.422 -0.553  0.239

The value obtained for the calculated total energy is -1844.56180 Ha. As for the SMILES: CCOCCc1nnc(NC(=O)CS(=O)(=O)c2ccc(C)cc2)s1. For the HOMO energy, the calculation gives -0.335 Ha. As for the LUMO energy: 0.4 eV.

=====

Question: Among the records above, which one has the lowest LUMO energy?
Answer: C15H19N3O2